This record from the Open Molecules 2025 dataset describes an isolated molecule of C21H19NO4. The level of theory is the ωB97M-V functional and the def2-TZVPD basis.

Cartesian coordinates (Å):
C -5.742 -2.999 1.445
C -5.658 -1.899 0.399
O -4.372 -1.315 0.501
C -4.045 -0.295 -0.318
C -4.855 0.254 -1.299
C -4.407 1.311 -2.090
C -3.150 1.836 -1.920
C -2.305 1.306 -0.937
C -0.985 1.795 -0.683
C -0.204 1.228 0.263
C 1.134 1.824 0.601
O 1.207 2.999 0.921
N 2.207 1.021 0.520
C 3.487 1.561 0.944
C 4.404 0.444 1.433
C 4.613 -0.503 0.293
C 5.852 -0.983 -0.098
C 5.958 -1.823 -1.193
C 4.826 -2.174 -1.910
C 3.586 -1.689 -1.530
C 3.474 -0.856 -0.428
C 2.147 -0.357 0.063
C -0.717 0.137 1.095
O -0.109 -0.401 1.989
O -1.979 -0.297 0.827
C -2.752 0.246 -0.140
H -6.718 -3.475 1.405
H -5.587 -2.579 2.435
H -4.972 -3.743 1.262
H -5.802 -2.317 -0.607
H -6.431 -1.140 0.580
H -5.849 -0.132 -1.462
H -5.066 1.714 -2.843
H -2.800 2.655 -2.528
H -0.615 2.628 -1.264
H 3.288 2.295 1.728
H 3.962 2.083 0.102
H 5.349 0.862 1.780
H 3.925 -0.073 2.269
H 6.734 -0.702 0.459
H 6.924 -2.200 -1.492
H 4.909 -2.824 -2.768
H 2.702 -1.962 -2.089
H 1.824 -0.997 0.898
H 1.397 -0.439 -0.730

Summary:
ΔE to the lowest compared entry with this formula, charge and spin ... 98.41 kJ/mol
Kohn-Sham gap ... 8.6 eV
LUMO ... -0.2 eV
SMILES ... CCOc1cccc2cc(C(=O)N3CCc4ccccc4C3)c(=O)oc12

=====

This record from the Open Molecules 2025 dataset describes a structure of composition CHNdO5. The level of theory is the ωB97M-V functional and the def2-TZVPD basis.

Cartesian coordinates (Å):
O 0.354 0.898 0.749
O -0.475 -0.927 -0.411
O -0.454 -0.248 0.840
C -1.871 0.110 -0.165
O -1.933 1.025 -0.913
O -2.788 -0.528 0.504
Nd 2.313 -0.216 -0.176
H -3.670 -0.351 0.145

Summary:
Net charge ... +2
<S²> ... 3.8836
Kohn-Sham gap (spin up / spin down) ... 4.8 / 7.2 eV
LUMO (spin up / spin down) ... -13.6 / -11.3 eV
Spin multiplicity ... 4

=====

This record from the Open Molecules 2025 dataset describes a cluster of 2 separate species, C8H10NO4 in total. The level of theory is the ωB97M-V functional and the def2-TZVPD basis.

Cartesian coordinates (Å):
N 5.253 0.502 0.456
O 6.279 1.190 0.481
O 4.142 1.042 0.411
O 5.334 -0.731 0.475
H 2.289 -0.336 -0.503
O 1.599 -0.938 -0.880
C 0.296 -0.425 -0.695
C -0.510 -0.887 0.361
C -1.770 -0.343 0.534
C -2.271 0.635 -0.313
C -1.476 1.081 -1.358
C -0.219 0.556 -1.547
C -3.638 1.183 -0.098
C 0.020 -1.929 1.278
H -2.384 -0.691 1.346
H -1.854 1.836 -2.027
H 0.399 0.904 -2.353
H -3.886 1.938 -0.847
H -4.386 0.389 -0.158
H -3.715 1.646 0.887
H -0.698 -2.192 2.056
H 0.263 -2.835 0.724
H 0.935 -1.594 1.767

Summary:
ΔE to the lowest compared entry with this formula, charge and spin ... 0.00 kJ/mol
<S²> ... 0.7572
Kohn-Sham gap (spin up / spin down) ... 7.8 / 3.7 eV
LUMO (spin up / spin down) ... -0.8 / -4.9 eV
Spin multiplicity ... 2

=====

This record from the Open Molecules 2025 dataset describes a structure of composition C24H46Cl2N3O5PtSi. The level of theory is the ωB97M-V functional and the def2-TZVPD basis.

Cartesian coordinates (Å):
C -0.276 4.228 2.855
C -0.341 5.191 1.711
H 0.519 4.517 3.552
H -0.068 3.213 2.484
H -1.228 4.193 3.415
C 0.122 6.451 1.702
C 0.764 7.157 2.848
H 0.012 7.036 0.788
H 1.427 6.493 3.417
H 0.015 7.563 3.545
H 1.359 8.008 2.491
Pt 0.262 -3.760 0.905
Cl -0.151 -1.701 1.952
C -1.641 -2.312 -0.763
O -0.534 -2.949 -0.893
N -2.190 -1.758 -1.829
C -1.435 -1.526 -3.061
C -3.577 -1.319 -1.787
H -2.142 -2.172 0.205
H -0.538 -2.152 -3.061
H -1.155 -0.461 -3.135
H -2.077 -1.768 -3.917
H -4.011 -1.628 -0.829
H -4.134 -1.785 -2.610
H -3.639 -0.226 -1.883
H 0.413 -7.804 -2.597
H -0.408 -9.440 -0.543
C 1.252 -7.634 -1.927
C 0.392 -8.967 0.046
N 0.771 -7.696 -0.588
H 1.662 -6.630 -2.069
C 0.528 -6.474 -0.116
O 0.844 -5.372 -0.681
H 0.045 -8.834 1.084
H -0.171 -6.776 0.998
H 2.001 -8.399 -2.008
H 1.291 -9.602 0.055
H 3.801 -1.517 3.448
H 2.816 -0.075 1.397
C 4.339 -2.132 2.710
C 3.597 -0.630 0.857
N 3.728 -1.980 1.398
H 4.292 -3.184 3.007
C 3.115 -3.002 0.818
O 2.102 -2.842 0.055
H 3.341 -0.693 -0.207
H 3.555 -3.999 0.997
H 5.383 -1.797 2.662
H 4.557 -0.116 0.989
O 0.003 4.062 -0.409
C -0.987 4.645 0.437
C -1.199 6.390 -1.403
C -1.757 5.726 -0.308
H -0.201 6.108 -1.750
C -1.933 7.399 -2.035
H -1.701 3.865 0.744
C -3.032 6.073 0.166
H -1.496 7.909 -2.893
C -3.205 7.745 -1.574
C -3.751 7.080 -0.470
H -3.426 5.549 1.042
H -3.773 8.531 -2.072
H -4.742 7.339 -0.101
Si -0.169 2.655 -1.294
Cl 1.812 -4.341 3.001
C 1.112 2.783 -2.637
C -1.905 2.559 -2.013
C 0.150 1.169 -0.213
H 1.105 3.779 -3.098
H 0.928 2.037 -3.422
H 2.116 2.608 -2.226
H 1.165 1.197 0.210
H 0.064 0.241 -0.796
H -0.558 1.098 0.622
H -2.192 3.502 -2.502
H -2.660 2.335 -1.245
H -1.951 1.762 -2.771
C 0.723 -7.284 2.066
O 0.208 -5.468 1.870
H 1.156 -6.825 2.921
H 1.691 -7.534 1.631
H -0.186 -7.635 2.632

Summary:
Net charge ... -1
ΔE to the lowest compared entry with this formula, charge and spin ... 836.08 kJ/mol
<S²> ... 2.0377
Kohn-Sham gap (spin up / spin down) ... 4.2 / 4.3 eV
LUMO (spin up / spin down) ... 2.2 / 2.2 eV
Spin multiplicity ... 3

=====

This record from the Open Molecules 2025 dataset describes a cluster of 2 separate species, C5H14 in total. The level of theory is the ωB97M-V functional and the def2-TZVPD basis.

Cartesian coordinates (Å):
C -1.051 0.253 0.969
C -0.504 0.282 2.379
C 0.994 0.634 2.469
H -1.111 1.213 0.446
H -0.450 -0.415 0.366
H -2.100 -0.056 0.970
H -0.684 -0.667 2.886
H -1.044 0.997 2.972
H 1.605 -0.209 2.230
H 1.163 1.019 3.479
H 1.150 1.554 1.901
C 0.069 0.033 -3.040
C 0.446 -1.259 -2.267
H 0.402 0.056 -4.053
H -0.982 0.281 -2.909
H 0.593 0.843 -2.514
H -0.200 -2.045 -2.611
H 0.204 -1.068 -1.232
H 1.500 -1.446 -2.443

Summary:
ΔE to the lowest compared entry with this formula, charge and spin ... 40.12 kJ/mol
Kohn-Sham gap ... 12.5 eV
LUMO ... 1.2 eV
SMILES ... CCC.CC

=====

This record from the Open Molecules 2025 dataset describes a cluster of 3 separate species, C6H11N3 in total. The level of theory is the ωB97M-V functional and the def2-TZVPD basis.

Cartesian coordinates (Å):
C 2.117 -0.958 -0.478
C 1.020 -0.356 0.659
C -0.279 1.625 0.002
C -1.110 0.556 0.426
C -1.654 -1.492 -0.023
C -0.278 -0.685 -0.021
H 3.249 -1.347 0.111
H 1.740 -2.090 -1.310
H 2.181 0.469 -1.291
H 1.420 -0.254 1.678
H 1.489 1.767 1.084
H 0.336 3.316 -0.782
H -1.198 0.206 1.592
H -3.225 0.242 -0.073
H -1.988 -2.021 -0.898
H -2.031 -1.893 1.053
H -0.096 -1.002 -1.258
N 1.025 1.170 0.201
N -0.511 2.763 -0.363
N -2.208 -0.015 -0.309

Summary:
ΔE to the lowest compared entry with this formula, charge and spin ... 1020.77 kJ/mol
Kohn-Sham gap ... 9.8 eV
LUMO ... 0.7 eV

=====

This record from the Open Molecules 2025 dataset describes a structure of composition C20H19OPV. The level of theory is the ωB97M-V functional and the def2-TZVPD basis.

Cartesian coordinates (Å):
V -1.483 -1.310 -0.855
C -2.093 -2.584 -2.476
H -2.508 -1.894 -3.235
H -1.198 -3.127 -2.850
H -2.861 -3.276 -2.077
H -1.133 -2.919 -0.509
H -0.345 -2.530 -0.456
O -1.647 0.879 -2.811
C -0.825 0.138 -2.286
C 0.631 0.117 -2.408
C 1.325 0.513 -3.562
C 2.712 0.514 -3.563
C 3.440 0.154 -2.412
C 2.763 -0.226 -1.257
C 1.360 -0.261 -1.254
P 0.474 -0.754 0.269
C 1.183 0.496 1.361
C 1.713 0.104 2.604
C 2.400 1.043 3.373
C 2.514 2.367 2.926
C 1.900 2.770 1.733
C 1.224 1.836 0.953
C -1.441 -0.417 0.967
C -2.082 0.839 0.831
C -3.271 1.036 1.543
C -3.875 -0.039 2.219
C -3.342 -1.327 2.165
C -2.104 -1.554 1.543
H 0.765 0.836 -4.440
H 3.246 0.817 -4.466
H 4.530 0.185 -2.428
H 3.326 -0.486 -0.360
H 1.604 -0.932 2.929
H 2.855 0.745 4.320
H 3.076 3.095 3.510
H 1.949 3.805 1.402
H 0.753 2.148 0.020
H -1.591 1.652 0.302
H -3.735 2.025 1.605
H -4.764 0.157 2.831
H -3.887 -2.140 2.646
H -1.559 -2.493 1.652

Summary:
ΔE to the lowest compared entry with this formula, charge and spin ... 157.11 kJ/mol
<S²> ... 3.8093
Kohn-Sham gap (spin up / spin down) ... 6.6 / 6.9 eV
LUMO (spin up / spin down) ... -0.5 / -0.3 eV
Spin multiplicity ... 4

=====

This record from the Open Molecules 2025 dataset describes a cluster of 2 separate species, C6H11N in total. The level of theory is the ωB97M-V functional and the def2-TZVPD basis.

Cartesian coordinates (Å):
C -2.674 0.301 0.549
C 0.839 0.725 -1.461
C 0.490 0.358 -0.207
C 0.020 1.342 0.742
C 1.348 -2.047 -0.519
C 0.594 -0.978 0.347
N -3.576 1.045 0.800
H 1.162 -0.051 -2.159
H 0.756 1.722 -1.911
H -1.044 1.250 1.109
H 0.120 2.352 0.146
H 0.724 1.390 1.607
H 1.011 -2.035 -1.509
H 1.411 -3.016 -0.024
H 2.472 -1.743 -0.660
H 0.904 -0.841 1.322
H -0.357 -1.341 0.440
H -4.202 1.569 1.387

Summary:
ΔE to the lowest compared entry with this formula, charge and spin ... 301.33 kJ/mol
Kohn-Sham gap ... 9.9 eV
LUMO ... 1.1 eV

=====

This record from the Open Molecules 2025 dataset describes a cluster of 6 separate species, H12O6 in total. The level of theory is the ωB97M-V functional and the def2-TZVPD basis.

Cartesian coordinates (Å):
O 0.858 0.072 -0.120
H 1.030 0.932 -0.519
H -0.104 0.008 -0.105
O -3.559 -1.376 -1.493
H -2.623 -1.573 -1.370
H -4.002 -1.920 -0.833
O -3.162 0.678 0.116
H -4.104 0.880 0.127
H -3.100 -0.174 0.562
O 0.251 3.160 0.447
H 1.146 3.517 0.425
H 0.050 2.972 -0.476
O 5.628 -0.699 -0.984
H 6.157 -0.739 -0.180
H 5.079 0.084 -0.864
O 0.423 -2.223 1.702
H 0.364 -1.366 1.265
H -0.334 -2.234 2.299

Summary:
ΔE to the lowest compared entry with this formula, charge and spin ... 203.34 kJ/mol
Kohn-Sham gap ... 11.0 eV
LUMO ... 0.1 eV
SMILES ... O.O.O.O.O.O

=====

This record from the Open Molecules 2025 dataset describes an isolated molecule of C9H15NO2. The level of theory is the ωB97M-V functional and the def2-TZVPD basis.

Cartesian coordinates (Å):
C 1.790 -0.735 0.358
C -0.719 -2.172 0.507
C -1.243 0.221 -1.302
C -0.973 1.614 -0.688
C -2.253 -0.548 -0.522
C 0.399 2.122 -0.794
C -1.422 -1.102 0.648
C 1.176 1.693 0.476
C 2.897 -1.694 0.145
N 1.841 0.507 0.500
O -1.609 -0.523 1.935
O 1.235 2.487 1.645
H -0.624 -2.701 -0.448
H -0.180 -2.631 1.261
H -1.649 0.265 -2.324
H -0.247 -0.239 -1.370
H -1.848 2.221 -1.091
H -1.232 1.392 0.413
H -3.118 0.098 -0.268
H -2.637 -1.452 -0.896
H 0.939 1.783 -1.653
H 0.365 3.167 -0.747
H 2.516 -2.467 -0.645
H 2.828 -2.475 0.975
H 3.955 -1.367 -0.210
H -0.948 -0.768 2.591
H 0.760 3.305 1.506

Summary:
ΔE to the lowest compared entry with this formula, charge and spin ... 532.44 kJ/mol
Kohn-Sham gap (spin up / spin down) ... 7.1 / 7.1 eV
LUMO (spin up / spin down) ... 0.6 / 0.7 eV

=====

This record from the Open Molecules 2025 dataset describes a cluster of 2 separate species, C4H7NO in total. The level of theory is the ωB97M-V functional and the def2-TZVPD basis.

Cartesian coordinates (Å):
C 0.175 0.841 1.234
C -0.478 0.772 -1.078
C 1.165 -1.039 -0.258
C 0.271 0.146 0.044
N -0.063 1.521 2.136
O -1.300 -1.060 1.232
H -0.973 -0.005 -1.652
H -0.988 1.680 -0.590
H 0.167 1.456 -1.754
H 1.190 -1.524 0.692
H 2.160 -0.690 -0.446
H 0.692 -1.720 -0.919
H -2.018 -0.378 1.358

Summary:
ΔE to the lowest compared entry with this formula, charge and spin ... 465.32 kJ/mol
Kohn-Sham gap (spin up / spin down) ... 7.8 / 9.4 eV
LUMO (spin up / spin down) ... -1.3 / -1.2 eV

=====

This record from the Open Molecules 2025 dataset describes a structure of composition C3H12N3NiO12. The level of theory is the ωB97M-V functional and the def2-TZVPD basis.

Cartesian coordinates (Å):
Ni 13.417 -10.117 25.601
N 17.190 -8.531 25.028
O 17.911 -9.351 25.638
O 17.579 -7.415 24.754
O 16.047 -8.871 24.767
N 15.697 -13.146 27.758
O 15.174 -14.002 28.435
O 16.862 -12.855 27.953
O 14.987 -12.467 26.985
N 15.061 -8.010 28.824
O 15.966 -8.734 29.124
O 15.014 -6.808 29.131
O 14.190 -8.540 28.175
C 12.286 -6.286 24.291
O 11.801 -7.619 24.441
H 11.379 -5.683 24.344
H 12.842 -6.026 25.192
H 12.856 -6.185 23.367
H 10.971 -7.603 23.959
C 10.789 -11.489 28.024
O 11.019 -11.243 26.702
H 11.600 -11.404 28.747
H 10.054 -10.839 28.500
H 10.402 -12.498 28.170
H 10.214 -11.501 26.247
C 13.352 -11.074 21.744
O 13.433 -11.726 23.027
H 13.197 -10.002 21.866
H 14.086 -11.315 20.975
H 12.460 -11.470 21.259
H 13.681 -12.644 22.892

Summary:
Net charge ... -1
ΔE to the lowest compared entry with this formula, charge and spin ... 542.91 kJ/mol
<S²> ... 2.0057
Kohn-Sham gap (spin up / spin down) ... 6.9 / 2.9 eV
LUMO (spin up / spin down) ... 1.5 / -1.5 eV
Spin multiplicity ... 3

=====

Number 1: maximum force 0.752 eV Å⁻¹, energy -1167.37965 Ha. Number 2: maximum force 4.946 eV Å⁻¹, energy -975.30649 Ha. Number 3: maximum force 1.303 eV Å⁻¹, energy -666.34903 Ha. Number 4: maximum force 5.705 eV Å⁻¹, energy -2811.44789 Ha. Number 5: maximum force 2.230 eV Å⁻¹, energy -198.87387 Ha. Number 6: maximum force 5.858 eV Å⁻¹, energy -399.10644 Ha. Number 7: maximum force 3.782 eV Å⁻¹, energy -2133.85426 Ha. Number 8: maximum force 4.231 eV Å⁻¹, energy -289.85691 Ha. Number 9: maximum force 0.778 eV Å⁻¹, energy -458.59503 Ha. Number 10: maximum force 4.764 eV Å⁻¹, energy -556.97661 Ha. Number 11: maximum force 3.496 eV Å⁻¹, energy -286.45442 Ha. Number 12: maximum force 3.471 eV Å⁻¹, energy -2696.38811 Ha.